(1)
{"formula": "C28H19N6SV", "method": "the ωB97M-V functional and the def2-TZVPD basis", "elements": ["V", "C", "C", "N", "C", "C", "C", "C", "C", "C", "C", "N", "C", "C", "C", "C", "C", "C", "C", "C", "N", "C", "H", "H", "H", "H", "H", "H", "H", "H", "H", "H", "H", "H", "N", "C", "C", "C", "C", "C", "C", "N", "C", "C", "C", "S", "C", "N", "H", "H", "H", "H", "H", "H", "H"], "xyz": [[-0.873, -0.193, -0.371], [-4.093, -3.038, 0.630], [-3.456, -1.822, 0.340], [-2.148, -1.648, 0.420], [-1.379, -2.709, 0.858], [-1.942, -3.957, 1.157], [-3.339, -4.108, 1.018], [-1.083, -4.987, 1.625], [0.243, -4.734, 1.801], [0.804, -3.458, 1.530], [0.011, -2.442, 1.064], [0.380, -1.115, 0.777], [1.068, -0.301, 1.697], [2.163, -0.621, 2.456], [2.715, 0.335, 3.350], [2.186, 1.583, 3.475], [1.054, 1.953, 2.699], [0.447, 3.229, 2.774], [-0.619, 3.499, 1.970], [-1.076, 2.512, 1.075], [-0.554, 1.308, 0.987], [0.514, 1.012, 1.820], [-5.169, -3.101, 0.548], [-4.039, -0.957, 0.041], [-3.796, -5.062, 1.249], [-1.496, -5.962, 1.850], [0.900, -5.515, 2.159], [1.861, -3.305, 1.672], [2.623, -1.592, 2.378], [3.580, 0.053, 3.936], [2.615, 2.301, 4.161], [0.838, 3.970, 3.459], [-1.115, 4.459, 1.985], [-1.894, 2.736, 0.399], [0.558, 2.014, -3.736], [1.655, 2.408, -2.976], [2.726, 3.246, -3.276], [3.671, 3.394, -2.285], [3.564, 2.722, -1.055], [2.499, 1.894, -0.769], [1.517, 1.758, -1.752], [0.341, 0.992, -1.765], [-0.161, 1.170, -2.963], [-1.370, 0.443, -3.335], [-2.029, 0.355, -4.518], [-3.342, -0.721, -4.361], [-2.910, -1.034, -2.763], [-1.883, -0.346, -2.319], [0.355, 2.287, -4.680], [2.818, 3.743, -4.231], [4.527, 4.032, -2.463], [4.343, 2.848, -0.315], [2.450, 1.361, 0.164], [-1.818, 0.852, -5.451], [-3.439, -1.740, -2.143]], "forces_ev_per_a": [[-0.251, -0.344, -0.581], [-0.067, 0.127, -0.031], [-0.015, 0.035, 0.032], [0.064, -0.363, 0.242], [-0.170, 0.380, -0.021], [0.214, -0.310, 0.083], [0.044, -0.029, 0.027], [-0.180, 0.021, -0.039], [0.250, 0.237, -0.035], [-0.179, -0.294, -0.020], [0.170, 0.497, 0.030], [0.103, -0.114, 0.352], [-0.306, -0.302, -0.302], [0.100, 0.240, 0.235], [-0.054, -0.273, -0.171], [-0.110, 0.118, -0.020], [0.261, 0.075, 0.272], [0.012, -0.103, -0.047], [-0.098, 0.015, -0.086], [-0.099, 0.125, -0.028], [0.585, 0.230, 0.463], [-0.237, -0.106, -0.362], [0.002, -0.022, 0.004], [-0.024, -0.021, 0.000], [-0.004, -0.003, -0.008], [-0.020, 0.004, -0.005], [-0.025, -0.022, 0.012], [0.016, -0.039, 0.004], [0.035, 0.000, 0.006], [0.004, 0.009, 0.012], [-0.016, 0.015, 0.000], [0.006, 0.002, 0.005], [0.010, 0.000, 0.010], [0.001, 0.013, 0.014], [0.210, 0.013, 0.205], [-0.077, 0.101, -0.344], [-0.070, -0.092, 0.111], [0.081, 0.008, 0.062], [-0.012, 0.001, -0.023], [0.024, 0.150, -0.172], [-0.170, -0.246, 0.273], [0.451, 0.336, 0.066], [-0.520, -0.232, -0.151], [0.263, 0.104, 0.151], [-0.061, 0.141, 0.076], [0.022, -0.173, -0.329], [0.140, 0.106, 0.477], [-0.141, -0.001, -0.447], [-0.013, 0.007, -0.028], [-0.005, 0.006, -0.014], [0.002, 0.003, 0.002], [0.018, 0.023, -0.021], [-0.064, -0.075, 0.119], [-0.015, 0.026, 0.006], [-0.083, -0.003, -0.066]], "orbital_gap_ev": [6.37, 5.38], "homo_ev": [-9.169, -8.210], "e_tot_ha": -2749.0332, "multiplicity": 2, "charge": 1, "e_above_lowest_kcal_mol": 5.2}

(2)
{"formula": "H20O10", "method": "the ωB97M-V functional and the def2-TZVPD basis", "elements": ["H", "H", "H", "H", "H", "H", "H", "H", "H", "H", "H", "H", "H", "H", "H", "H", "H", "H", "H", "H", "O", "O", "O", "O", "O", "O", "O", "O", "O", "O"], "xyz": [[0.549, -0.235, 1.453], [0.033, -1.545, 1.057], [-4.092, 0.310, 1.129], [-2.656, 0.063, 0.362], [-1.243, -1.472, -2.008], [0.361, -1.827, -1.733], [-2.882, -3.530, -0.318], [-2.692, -4.904, -0.926], [-0.153, 2.365, 4.532], [-0.696, 1.579, 3.391], [2.745, -0.863, 0.454], [3.410, -0.193, 1.557], [1.451, 1.374, -0.789], [2.199, 0.285, -1.641], [-0.152, 4.141, 0.331], [-0.742, 2.799, 0.964], [-1.325, 1.664, -0.168], [-0.363, 2.570, -0.792], [2.931, -0.262, -3.280], [2.812, -1.826, -3.628], [0.815, -1.038, 0.969], [-3.101, 0.209, 1.200], [-0.511, -2.038, -2.210], [-3.105, -4.448, -0.149], [0.041, 2.220, 3.591], [2.821, -0.896, 1.452], [2.266, 1.186, -1.231], [0.066, 3.277, 0.645], [-1.241, 2.081, -1.002], [2.453, -1.045, -3.212]], "forces_ev_per_a": [[0.778, -0.294, -0.146], [-1.516, -1.250, -0.138], [1.948, -0.254, -0.540], [-0.815, -0.031, -0.342], [0.091, 0.911, 0.535], [-2.499, 0.155, -0.906], [0.015, 0.186, 0.088], [-0.564, 0.476, 1.083], [0.419, 0.217, -0.261], [1.114, 0.827, 0.008], [-0.142, -0.361, 1.870], [1.962, 1.776, 0.815], [-0.735, -0.137, 0.290], [-0.412, 1.141, 0.764], [-0.669, 0.848, 0.033], [1.070, 1.653, -0.058], [-0.699, -1.099, 0.990], [-1.901, -0.904, -0.915], [1.847, 1.546, -0.900], [0.610, 0.351, -0.234], [-2.674, 0.978, -0.560], [-1.022, 0.290, 0.811], [2.373, -1.028, 0.367], [0.591, -0.657, -1.187], [-1.661, -1.149, 0.291], [1.583, -0.806, -1.857], [1.098, -1.165, -0.939], [0.571, -1.255, 1.353], [1.596, 0.825, -1.407], [-2.358, -1.790, 1.090]], "orbital_gap_ev": 9.89, "homo_ev": -10.088, "e_tot_ha": -764.2757, "multiplicity": 1, "charge": 0, "e_above_lowest_kcal_mol": 129.4}

(3)
{"formula": "BF4Rb", "method": "the ωB97M-V functional and the def2-TZVPD basis", "elements": ["Rb", "B", "F", "F", "F", "F"], "xyz": [[0.312, 0.693, 2.777], [-0.084, -0.129, -0.582], [0.817, -0.680, 0.425], [-0.966, 0.741, 0.087], [0.675, 0.567, -1.525], [-0.754, -1.192, -1.183]], "forces_ev_per_a": [[-0.101, -0.182, -0.727], [0.620, -0.751, -0.948], [-0.199, 0.367, 0.309], [-0.096, 0.197, 0.570], [-0.172, 0.023, 0.440], [-0.051, 0.345, 0.356]], "orbital_gap_ev": 10.13, "homo_ev": -11.275, "e_tot_ha": -448.6662, "multiplicity": 1, "charge": 0, "e_above_lowest_kcal_mol": 1.7}

(4)
{"formula": "C3H10N2O", "method": "the ωB97M-V functional and the def2-TZVPD basis", "elements": ["C", "C", "N", "H", "H", "H", "H", "H", "H", "N", "C", "O", "H", "H", "H", "H"], "xyz": [[-1.858, -0.033, -0.477], [-1.766, -0.790, 0.645], [-1.526, -0.448, -1.819], [-2.265, 1.051, -0.528], [-1.620, -0.452, 1.670], [-1.773, -1.866, 0.681], [1.482, 2.120, -0.750], [-1.009, 0.256, -2.355], [-0.952, -1.264, -1.758], [1.673, -0.709, 0.950], [1.390, 0.686, 0.818], [1.713, 1.208, -0.522], [1.459, -1.122, 0.012], [2.653, -0.937, 0.971], [0.389, 1.041, 0.888], [2.009, 1.259, 1.574]], "forces_ev_per_a": [[-0.441, 2.588, -4.699], [0.192, -1.227, 1.280], [0.339, 0.983, 4.553], [0.971, -1.843, 0.703], [-0.374, 0.854, -0.379], [0.178, -0.423, -0.739], [-0.036, -0.154, 0.878], [-0.855, 0.167, -0.161], [0.137, -1.142, -0.488], [-1.373, -0.306, -2.358], [2.420, 2.458, -0.027], [0.544, -1.298, -0.460], [-0.279, 0.184, 1.016], [0.597, 0.563, 0.653], [-1.291, -0.716, 0.931], [-0.730, -0.686, -0.704]], "orbital_gap_ev": [8.95, 5.52], "homo_ev": [-13.776, -13.762], "e_tot_ha": -304.6733, "multiplicity": 2, "charge": 1, "e_above_lowest_kcal_mol": 70.3}